No. 1
A structure of composition C16H24AsN4NaOS at a distorted geometry. Source: OMol25; level of theory: ωB97M-V/def2-TZVPD.

Element x y z (Å)
Na 0.11 -0.81 2.33
N 1.48 -2.89 -0.57
C 0.10 -3.05 -0.42
C -0.47 -4.18 -1.03
C -1.83 -4.34 -0.94
C -2.59 -3.39 -0.25
C -1.93 -2.33 0.31
N -0.60 -2.15 0.24
C 2.35 -1.89 -0.16
C 3.64 -1.90 -0.72
C 4.52 -0.92 -0.35
C 4.13 0.05 0.57
C 2.85 -0.04 1.07
N 1.96 -0.98 0.72
H 1.91 -3.58 -1.17
H 0.14 -4.89 -1.57
H -2.31 -5.20 -1.40
H -3.67 -3.48 -0.16
H -2.47 -1.56 0.85
H 3.91 -2.65 -1.44
H 5.52 -0.91 -0.77
H 4.79 0.84 0.90
H 2.51 0.69 1.81
C -3.95 1.66 -0.24
C -2.77 2.50 0.21
As -1.12 1.45 0.17
C 0.17 2.78 0.84
C 0.11 4.17 0.24
C -0.73 1.57 -1.75
C 0.61 0.92 -2.10
H -4.89 2.23 -0.20
H -4.08 0.78 0.39
H -3.83 1.31 -1.27
H -2.90 2.83 1.25
H -2.64 3.39 -0.40
H 1.15 2.33 0.69
H 0.01 2.79 1.92
H 0.27 4.16 -0.84
H 0.87 4.82 0.67
H -0.86 4.65 0.42
H -0.76 2.61 -2.06
H -1.55 1.06 -2.26
H 1.44 1.41 -1.59
H 0.81 0.97 -3.17
H 0.63 -0.13 -1.80
O 0.11 -1.54 4.37
S -0.07 -0.11 4.83
N -0.10 0.96 3.82

Its LUMO energy is 0.185 eV. For the largest force on an atom, the calculation gives 1.3 eV/Å. The highest occupied orbital energy is -7.961 eV. The value obtained for the energy above the lowest of the compared OMol25 structures with the same formula, charge and spin is 0.282 eV. Its orbital gap is 8.145 eV.

The Mulliken scheme yields these atomic charges, measured in e: number 1, Na, carries 0.720; number 2, N, carries -0.052; number 3, C, carries 0.670; number 4, C, carries -0.965; number 5, C, carries -0.296; number 6, C, carries -0.920; number 7, C, carries -0.139; number 8, N, carries 0.144; number 9, C, carries 0.474; number 10, C, carries -0.751; number 11, C, carries -0.422; number 12, C, carries -0.913; number 13, C, carries -0.322; number 14, N, carries 0.178; number 15, H, carries 0.133; number 16, H, carries 0.387; number 17, H, carries 0.396; number 18, H, carries 0.397; number 19, H, carries 0.385; number 20, H, carries 0.367; number 21, H, carries 0.404; number 22, H, carries 0.440; number 23, H, carries 0.526; number 24, C, carries -1.151; number 25, C, carries -0.759; number 26, As, carries 0.468; number 27, C, carries -0.256; number 28, C, carries -1.289; number 29, C, carries -0.863; number 30, C, carries -0.914; number 31, H, carries 0.371; number 32, H, carries 0.255; number 33, H, carries 0.288; number 34, H, carries 0.432; number 35, H, carries 0.414; number 36, H, carries 0.016; number 37, H, carries 0.468; number 38, H, carries 0.265; number 39, H, carries 0.426; number 40, H, carries 0.268; number 41, H, carries 0.488; number 42, H, carries 0.468; number 43, H, carries 0.218; number 44, H, carries 0.440; number 45, H, carries 0.016; number 46, O, carries -0.709; number 47, S, carries 0.256; number 48, N, carries -0.457

---

No. 2
A structure of composition C4H4N2O2 at a distorted geometry. Source: OMol25; level of theory: ωB97M-V/def2-TZVPD.

Element x y z (Å)
C 1.00 1.30 -0.89
C -0.56 -0.38 0.59
C 0.24 -1.56 0.52
C 0.97 -2.46 0.72
H -1.79 1.24 0.65
H 1.21 2.76 -0.51
H 1.65 -0.66 -1.64
H 1.51 -3.33 1.00
N -0.30 0.64 -0.40
N 1.92 0.65 -1.39
O -1.43 1.53 -0.46
O -1.54 -0.34 1.39

Its LUMO energy is -0.352 eV. For the largest force on an atom, the calculation gives 5.4 eV/Å. The highest occupied orbital energy is -9.697 eV. The value obtained for the energy above the lowest of the compared OMol25 structures with the same formula, charge and spin is 8.972 eV. Its orbital gap is 9.344 eV.

The Mulliken scheme yields these atomic charges, measured in e: number 1, C, carries 0.031; number 2, C, carries 0.330; number 3, C, carries -0.611; number 4, C, carries 0.287; number 5, H, carries 0.449; number 6, H, carries 0.291; number 7, H, carries 0.319; number 8, H, carries 0.426; number 9, N, carries 0.105; number 10, N, carries -0.511; number 11, O, carries -0.506; number 12, O, carries -0.609

---

No. 3
A cluster of 2 separate species, C2HCl3S in total at a distorted geometry. Source: OMol25; level of theory: ωB97M-V/def2-TZVPD.

Element x y z (Å)
C 0.73 1.47 -1.87
C -0.34 -0.41 0.96
S 0.96 1.19 -3.35
Cl 0.35 -0.78 -0.56
Cl -2.08 -0.95 1.22
Cl 0.58 -1.21 2.27
H -0.20 0.69 1.34

Its LUMO energy is -0.159 eV. For the largest force on an atom, the calculation gives 3.2 eV/Å. The highest occupied orbital energy is -10.483 eV. The value obtained for the energy above the lowest of the compared OMol25 structures with the same formula, charge and spin is 1.995 eV. Its orbital gap is 10.324 eV.

The Mulliken scheme yields these atomic charges, measured in e: number 1, C, carries 0.044; number 2, C, carries 0.055; number 3, S, carries -0.085; number 4, Cl, carries -0.035; number 5, Cl, carries -0.136; number 6, Cl, carries -0.147; number 7, H, carries 0.304

---

No. 4
The molecule C14H15NO2S at a distorted geometry. Source: OMol25; level of theory: ωB97M-V/def2-TZVPD.

Element x y z (Å)
C 3.12 0.53 1.74
C 4.16 0.45 0.62
C 5.16 -0.66 0.89
C 3.50 0.27 -0.77
C 2.66 -0.98 -0.83
O 3.15 -2.07 -1.05
C 1.20 -0.90 -0.62
C 0.50 0.22 -0.42
N -0.85 0.33 -0.20
C -1.46 1.58 -0.15
S -0.72 3.02 -0.29
O -2.78 1.44 0.05
C -3.04 0.11 0.14
C -4.27 -0.49 0.35
C -4.28 -1.87 0.42
C -3.11 -2.61 0.29
C -1.88 -2.00 0.08
C -1.85 -0.62 -0.01
H 2.58 -0.41 1.82
H 3.62 0.72 2.69
H 2.41 1.33 1.56
H 4.70 1.41 0.59
H 4.68 -1.63 0.86
H 5.95 -0.66 0.14
H 5.62 -0.53 1.87
H 2.91 1.15 -1.01
H 4.29 0.16 -1.50
H 0.72 -1.87 -0.65
H 0.97 1.20 -0.42
H -5.16 0.10 0.46
H -5.21 -2.39 0.59
H -3.15 -3.68 0.36
H -0.99 -2.60 -0.01

Its LUMO energy is -0.189 eV. For the largest force on an atom, the calculation gives 1.2 eV/Å. Its SMILES is CC(C)CC(=O)/C=C/n1c(=S)oc2ccccc21. The highest occupied orbital energy is -8.528 eV. The value obtained for the energy above the lowest of the compared OMol25 structures with the same formula, charge and spin is 1.082 eV. Its orbital gap is 8.339 eV.

The Mulliken scheme yields these atomic charges, measured in e: number 1, C, carries -1.477; number 2, C, carries 0.636; number 3, C, carries -1.430; number 4, C, carries -0.952; number 5, C, carries 0.359; number 6, O, carries -0.618; number 7, C, carries -0.849; number 8, C, carries 0.725; number 9, N, carries 0.283; number 10, C, carries 0.198; number 11, S, carries -0.402; number 12, O, carries -0.406; number 13, C, carries 0.262; number 14, C, carries -0.983; number 15, C, carries -0.404; number 16, C, carries -0.857; number 17, C, carries -0.637; number 18, C, carries 1.401; number 19, H, carries 0.299; number 20, H, carries 0.458; number 21, H, carries 0.300; number 22, H, carries 0.346; number 23, H, carries 0.314; number 24, H, carries 0.361; number 25, H, carries 0.410; number 26, H, carries 0.472; number 27, H, carries 0.418; number 28, H, carries 0.306; number 29, H, carries -0.129; number 30, H, carries 0.455; number 31, H, carries 0.383; number 32, H, carries 0.397; number 33, H, carries 0.362

---

No. 5
A structure of composition C7H10BrN2O2 at a distorted geometry. Source: OMol25; level of theory: ωB97M-V/def2-TZVPD.

Element x y z (Å)
C -1.53 1.54 0.89
C -0.15 1.44 0.67
C -4.04 -0.12 0.58
C -2.06 0.30 0.39
C 2.29 -0.21 0.99
C 1.89 -0.13 -1.60
C 1.39 -0.46 -0.22
N -1.06 -0.36 -0.13
N 0.14 0.25 0.08
O -4.26 -0.72 1.61
O -4.52 0.44 -0.36
Br -0.64 -2.93 -1.75
H -2.02 2.44 1.24
H 0.56 2.24 0.79
H 2.94 -1.17 1.25
H 3.14 0.41 0.87
H 1.83 0.07 1.88
H 2.49 -0.91 -2.00
H 2.41 0.78 -1.90
H 1.03 -0.19 -2.35
H 1.26 -1.45 -0.19
H -1.10 -1.28 -0.75

Its LUMO energy (spin up / spin down) is 3.351 / 0.656 eV. As for the multiplicity: 3. For the largest force on an atom, the calculation gives 6.0 eV/Å. The highest occupied orbital energy (spin up / spin down) is -1.078 / -4.885 eV. As for the expectation value of S²: 2.026. Its net charge is -1. Its orbital gap (spin up / spin down) is 4.428 / 5.541 eV.

The Mulliken scheme yields these atomic charges, measured in e: number 1, C, carries -0.613; number 2, C, carries -0.453; number 3, C, carries 0.713; number 4, C, carries -0.077; number 5, C, carries -1.572; number 6, C, carries -1.326; number 7, C, carries 0.410; number 8, N, carries -0.025; number 9, N, carries 0.190; number 10, O, carries -0.459; number 11, O, carries -0.417; number 12, Br, carries -0.843; number 13, H, carries 0.382; number 14, H, carries 0.417; number 15, H, carries 0.298; number 16, H, carries 0.384; number 17, H, carries 0.483; number 18, H, carries 0.438; number 19, H, carries 0.344; number 20, H, carries 0.302; number 21, H, carries 0.302; number 22, H, carries 0.123

---

No. 6
A structure of composition CH2HoO3 at a distorted geometry. Source: OMol25; level of theory: ωB97M-V/def2-TZVPD.

Element x y z (Å)
H -0.47 1.71 -0.21
O 0.07 -1.09 -0.22
C -0.57 -0.02 0.25
O -1.69 0.35 -0.08
O 0.30 0.98 0.14
Ho 2.60 -0.02 -0.07
H -0.22 -1.91 0.19

Its LUMO energy (spin up / spin down) is -10.790 / -12.123 eV. As for the multiplicity: 6. For the largest force on an atom, the calculation gives 7.5 eV/Å. The highest occupied orbital energy (spin up / spin down) is -17.632 / -20.278 eV. As for the expectation value of S²: 8.753. Its net charge is +2. Its orbital gap (spin up / spin down) is 6.842 / 8.155 eV.

The Mulliken scheme yields these atomic charges, measured in e: number 1, H, carries 0.458; number 2, O, carries -0.377; number 3, C, carries 0.919; number 4, O, carries -0.377; number 5, O, carries -0.496; number 6, Ho, carries 1.499; number 7, H, carries 0.374